1.
The following is a DFT calculation (ωB97M-V/def2-TZVPD) of a molecular structure, C19H22N2TeTi in a non-equilibrium geometry.

## Properties
Energy above the lowest of the compared OMol25 structures with the same formula, charge and spin ... 96.14 kJ/mol
E_LUMO (spin up / spin down) ... 0.2 / -0.2 eV
⟨S²⟩ ... 2.0269
2S+1 ... 3
Kohn-Sham gap (spin up / spin down) ... 5.450 / 6.642 eV
Highest occupied orbital energy (spin up / spin down) ... -5.29 / -6.86 eV

Positions of all 45 atoms, in Å:
C  1.129  -1.693  1.105
C  -0.064  -2.670  1.005
H  1.792  -1.830  0.240
H  1.766  -1.943  1.970
H  0.867  -0.608  1.353
H  -0.615  -2.651  0.017
H  0.356  -3.686  1.010
H  -0.782  -2.590  1.826
C  2.716  0.184  -0.628
C  3.881  0.416  -1.342
C  3.822  0.531  -2.729
C  2.599  0.350  -3.357
H  2.690  0.197  0.468
H  4.814  0.515  -0.799
H  4.701  0.774  -3.319
H  2.476  0.538  -4.419
N  1.556  -0.149  -1.255
C  1.467  -0.033  -2.618
C  0.131  -0.111  -3.197
N  -0.914  -0.330  -2.334
C  -2.168  -0.065  -2.769
C  -1.393  0.567  -4.954
C  -2.427  0.455  -4.032
H  -2.967  -0.246  -2.059
H  -3.446  0.743  -4.275
C  -0.112  0.243  -4.540
H  0.738  0.331  -5.215
H  -1.566  0.918  -5.971
Ti  -0.254  -0.757  -0.267
C  -2.408  -1.293  0.025
H  -2.602  -2.051  -0.760
H  -3.169  -0.508  -0.082
H  -2.560  -1.797  0.994
Te  -1.018  1.409  0.815
C  -0.846  1.361  2.952
C  -1.402  0.351  3.751
C  -1.365  0.505  5.149
C  -0.802  1.654  5.722
C  -0.235  2.647  4.909
C  -0.247  2.504  3.517
H  -1.880  -0.509  3.276
H  -1.805  -0.267  5.783
H  -0.813  1.776  6.807
H  0.196  3.541  5.361
H  0.165  3.275  2.867

Löwdin population analysis, charges in e, atoms 1 to 8: -0.24, -0.16, 0.07, 0.12, 0.03, 0.06, 0.11, 0.08

2.
The following is a DFT calculation (ωB97M-V/def2-TZVPD) of 9 unconnected molecules or ions with the total composition C28H51BCl16IO7PSi in a non-equilibrium geometry.

## Properties
E_LUMO ... -0.6 eV
Kohn-Sham gap ... 7.790 eV
Highest occupied orbital energy ... -8.40 eV
SMILES ... COB(O)C1=C(CCO[Si](C)(C)C)C(=O)C(I)=C(P(O)O)C1=O.ClCCCl.ClCCCl.ClCCCl.ClCCCl.ClCCCl.ClCCCl.ClCCCl.ClCCCl

Positions of all 106 atoms, in Å:
C  1.093  4.178  -0.582
O  0.022  4.121  0.368
B  -1.104  3.484  -0.026
O  -1.416  3.359  -1.378
C  -2.055  2.806  1.028
C  -1.822  1.607  1.576
C  -0.551  0.862  1.257
C  -0.025  -0.149  2.266
O  -0.807  -1.291  2.504
Si  -0.877  -2.439  1.276
C  -1.263  -4.086  2.118
C  0.708  -2.607  0.314
C  -2.366  -2.060  0.191
C  -2.908  1.113  2.485
O  -3.411  0.020  2.449
C  -3.440  2.186  3.404
I  -3.827  1.686  5.394
C  -3.660  3.390  2.866
P  -4.349  4.764  3.863
O  -3.861  6.037  2.964
O  -5.953  4.642  3.477
C  -3.286  3.538  1.420
O  -3.939  4.202  0.643
H  1.310  3.186  -0.961
H  0.857  4.838  -1.413
H  1.979  4.561  -0.090
H  -2.127  3.981  -1.576
H  0.244  1.600  1.149
H  -0.660  0.417  0.265
H  0.975  -0.430  1.920
H  0.138  0.376  3.210
H  -2.337  -4.233  2.121
H  -0.847  -4.064  3.122
H  -0.764  -4.853  1.533
H  0.860  -1.790  -0.384
H  0.583  -3.492  -0.314
H  1.587  -2.795  0.924
H  -2.404  -2.708  -0.681
H  -3.258  -2.217  0.793
H  -2.406  -1.028  -0.154
H  -4.167  6.832  3.418
H  -6.082  3.911  2.862
Cl  -4.356  -4.157  -3.416
C  -3.640  -5.782  -3.288
C  -3.313  -6.137  -1.862
Cl  -1.984  -5.139  -1.220
H  -2.755  -5.809  -3.919
H  -4.371  -6.487  -3.681
H  -2.992  -7.176  -1.804
H  -4.174  -6.002  -1.212
Cl  2.042  1.079  -2.195
C  3.759  0.858  -1.749
C  4.242  -0.525  -2.093
Cl  3.459  -1.761  -1.079
H  3.861  1.058  -0.686
H  4.333  1.602  -2.299
H  5.314  -0.592  -1.924
H  4.040  -0.769  -3.134
Cl  4.815  -6.918  0.330
C  4.447  -5.318  1.025
C  3.476  -5.404  2.175
Cl  1.848  -5.887  1.641
H  4.061  -4.687  0.227
H  5.389  -4.898  1.375
H  3.380  -4.424  2.641
H  3.806  -6.115  2.928
Cl  -7.128  -4.311  -1.371
C  -8.172  -3.691  -2.669
C  -9.201  -4.701  -3.103
Cl  -8.465  -6.098  -3.932
H  -7.531  -3.397  -3.498
H  -8.670  -2.803  -2.282
H  -9.891  -4.240  -3.809
H  -9.768  -5.078  -2.256
Cl  4.454  3.874  -0.492
C  4.785  5.399  -1.350
C  4.682  5.232  -2.844
Cl  5.986  4.204  -3.493
H  5.772  5.743  -1.054
H  4.047  6.125  -1.011
H  4.769  6.203  -3.328
H  3.733  4.783  -3.127
Cl  -0.741  6.640  4.857
C  -0.805  8.298  4.213
C  -1.685  9.195  5.045
Cl  -3.405  8.741  4.920
H  -1.152  8.245  3.184
H  0.213  8.684  4.219
H  -1.603  10.223  4.696
H  -1.409  9.159  6.095
Cl  2.431  -4.935  -3.036
C  1.594  -4.364  -4.501
C  1.325  -2.881  -4.467
Cl  0.110  -2.447  -3.240
H  0.669  -4.927  -4.599
H  2.238  -4.601  -5.346
H  0.930  -2.561  -5.430
H  2.232  -2.319  -4.256
Cl  7.246  1.404  -0.998
C  7.966  0.708  0.477
C  7.402  -0.646  0.823
Cl  5.698  -0.566  1.344
H  7.808  1.418  1.285
H  9.035  0.619  0.293
H  7.967  -1.063  1.655
H  7.461  -1.335  -0.017

Löwdin population analysis, charges in e, atoms 1 to 8: -0.08, 0.07, -0.61, 0.16, 0.04, -0.06, -0.10, -0.26

3.
The following is a DFT calculation (ωB97M-V/def2-TZVPD) of C14H13NO4 in the gas phase in a non-equilibrium geometry.

## Properties
Energy above the lowest of the compared OMol25 structures with the same formula, charge and spin ... 347.33 kJ/mol
E_LUMO ... -1.2 eV
Kohn-Sham gap ... 5.739 eV
Highest occupied orbital energy ... -6.97 eV

Positions of all 32 atoms, in Å:
O  2.072  -1.529  -2.127
O  -1.747  -1.104  -2.242
O  2.374  0.030  -0.479
O  -0.601  -2.796  -1.324
C  1.628  -0.788  -1.246
C  -0.810  -1.525  -1.666
C  -1.376  1.131  3.445
C  -1.098  -0.152  2.946
C  -0.173  3.052  -0.981
C  -1.163  2.209  2.581
C  -0.534  3.237  0.353
C  -0.701  -0.293  1.579
C  -0.061  1.725  -1.407
C  -0.718  2.118  1.234
C  -0.533  0.850  0.728
C  0.203  -0.529  -1.219
N  -0.249  0.685  -0.573
C  3.711  -0.356  -0.307
C  -1.478  -3.827  -1.736
H  -1.827  1.361  4.407
H  -1.439  -1.011  3.443
H  -0.053  3.958  -1.680
H  -1.394  3.176  3.034
H  -0.681  4.203  0.826
H  -0.697  -1.346  1.240
H  0.118  1.456  -2.506
H  3.825  -1.375  0.102
H  4.258  0.230  0.422
H  4.103  -0.324  -1.325
H  -1.308  -4.677  -0.935
H  -1.149  -4.291  -2.701
H  -2.500  -3.499  -1.884

Löwdin population analysis, charges in e, atoms 1 to 8: 0.05, 0.12, -0.06, -0.05, -0.49, -0.52, -0.06, -0.04

What did the first record say?
The following is a DFT calculation (ωB97M-V/def2-TZVPD) of a molecular structure, C19H22N2TeTi in a non-equilibrium geometry.

## Properties
Energy above the lowest of the compared OMol25 structures with the same formula, charge and spin ... 96.14 kJ/mol
E_LUMO (spin up / spin down) ... 0.2 / -0.2 eV
⟨S²⟩ ... 2.0269
2S+1 ... 3
Kohn-Sham gap (spin up / spin down) ... 5.450 / 6.642 eV
Highest occupied orbital energy (spin up / spin down) ... -5.29 / -6.86 eV

Positions of all 45 atoms, in Å:
C  1.129  -1.693  1.105
C  -0.064  -2.670  1.005
H  1.792  -1.830  0.240
H  1.766  -1.943  1.970
H  0.867  -0.608  1.353
H  -0.615  -2.651  0.017
H  0.356  -3.686  1.010
H  -0.782  -2.590  1.826
C  2.716  0.184  -0.628
C  3.881  0.416  -1.342
C  3.822  0.531  -2.729
C  2.599  0.350  -3.357
H  2.690  0.197  0.468
H  4.814  0.515  -0.799
H  4.701  0.774  -3.319
H  2.476  0.538  -4.419
N  1.556  -0.149  -1.255
C  1.467  -0.033  -2.618
C  0.131  -0.111  -3.197
N  -0.914  -0.330  -2.334
C  -2.168  -0.065  -2.769
C  -1.393  0.567  -4.954
C  -2.427  0.455  -4.032
H  -2.967  -0.246  -2.059
H  -3.446  0.743  -4.275
C  -0.112  0.243  -4.540
H  0.738  0.331  -5.215
H  -1.566  0.918  -5.971
Ti  -0.254  -0.757  -0.267
C  -2.408  -1.293  0.025
H  -2.602  -2.051  -0.760
H  -3.169  -0.508  -0.082
H  -2.560  -1.797  0.994
Te  -1.018  1.409  0.815
C  -0.846  1.361  2.952
C  -1.402  0.351  3.751
C  -1.365  0.505  5.149
C  -0.802  1.654  5.722
C  -0.235  2.647  4.909
C  -0.247  2.504  3.517
H  -1.880  -0.509  3.276
H  -1.805  -0.267  5.783
H  -0.813  1.776  6.807
H  0.196  3.541  5.361
H  0.165  3.275  2.867

Löwdin population analysis, charges in e, atoms 1 to 8: -0.24, -0.16, 0.07, 0.12, 0.03, 0.06, 0.11, 0.08